14
Properties=species:S:1:pos:R:3:mulliken_charge:R:1 method="wB97M-V/def2-TZVPD" e_above_lowest_ev=4.129 smiles="CN(CCCl)N=O" homo_lumo_gap_ev=10.05
Cl 3.33706 -0.53246 -0.00201 -0.1802
O -2.76310 -0.97696 0.25931 -0.5031
N -0.74149 -0.35145 -0.04167 0.5842
N -1.56356 -1.33385 0.01220 -0.2585
C 1.66870 -0.16852 0.51294 -0.3145
C 0.61781 -0.63102 -0.46571 -0.6115
C -1.24333 1.08752 -0.06426 -0.7236
H 0.78571 -0.02178 -1.62895 0.2813
H 0.60519 -1.82496 -0.61720 0.3811
H -2.14236 1.09920 -0.87622 0.2688
H 1.56596 0.91546 0.60936 0.2459
H -0.17900 1.76031 -0.29154 0.2043
H 1.41189 -0.55398 1.72288 0.2969
H -1.35947 1.53250 0.87085 0.3290

---

117
Properties=species:S:1:pos:R:3:mulliken_charge:R:1 method="wB97M-V/def2-TZVPD" homo_lumo_gap_ev=10.06
S 0.78645 -5.65947 4.73637 0.7250
F 3.88416 -1.92970 4.18418 -0.2820
O -0.78649 -6.10959 4.76638 -0.4416
O -2.39095 -7.31341 3.52705 -0.4961
O 1.12619 -5.40245 6.11245 -0.6607
O 0.51878 -4.23400 4.02888 -0.0678
N -1.63526 -6.05151 -5.68579 -0.5221
N -1.35312 0.50258 -3.47508 -0.4656
N 0.12144 9.00988 1.75589 -0.4637
N 1.12597 -4.40986 0.62839 -0.6364
N -0.35353 -0.75520 4.55982 -0.3278
N 0.25656 7.96133 -3.99525 -0.4597
N -3.00303 -1.68476 0.81167 -0.5346
N 1.89772 -3.44394 -4.61907 -0.5768
C 1.03949 9.62464 1.44426 0.2114
C 1.51863 -5.56036 -3.13924 0.4071
C 1.73126 -0.72826 7.71747 -1.0183
C -1.64450 7.77495 -1.07314 -0.3585
C 4.03048 -2.96321 3.26527 -0.5468
C 0.71460 3.31139 -3.60187 -0.4544
C -3.53438 -1.66933 3.36424 0.1090
C -0.43657 1.11734 -3.78959 0.2166
C -1.83686 -4.98337 -6.05494 0.2695
C -4.56805 -0.60037 3.73263 -0.5474
C -2.78827 7.13619 -1.85371 -1.1949
C 1.73082 -4.37196 -3.96344 0.2216
C -0.22450 -8.55669 3.95009 -0.8331
C 0.01882 -1.14567 -0.97146 -0.9557
C -0.46779 -2.37738 -1.71879 0.2838
C 0.73536 1.89491 -4.18535 -0.4102
C 2.20367 10.41290 1.04246 -0.3544
C 1.88697 0.53803 6.88287 -0.3754
C -2.06575 -3.61741 -6.52037 -0.1840
C 2.56795 -6.64314 -3.40870 -0.6887
C -0.25160 -3.68071 -8.30456 -1.1108
C 0.25648 -4.04255 -0.02714 0.2492
C -4.07455 0.81651 3.46273 -1.0198
C -3.23985 -1.68404 1.93500 0.2868
C -0.87188 -3.53260 -0.79542 -0.1839
C 0.99077 12.65257 1.08460 -1.1452
C -0.25934 8.36445 -3.05247 0.3027
C 2.16422 11.83478 1.61167 -0.4074
C 1.67284 -3.36921 4.08963 -0.7240
C 0.05441 0.02486 5.29581 0.1588
C 2.50356 -7.18765 -4.83157 -1.1944
C -0.92452 8.87596 -1.85566 0.0463
C 2.73993 -3.76843 3.06196 0.3273
C -1.72848 -3.44837 -8.00481 -0.4787
C 0.56936 1.00178 6.25057 -0.4379
C -0.44718 4.15209 -4.11655 -0.8262
B -1.12239 -7.28110 4.08382 0.5586
H -3.29122 6.38672 -1.24331 0.3534
H 0.51711 -5.95582 -3.32333 0.3047
H 2.95526 -4.82991 3.16637 0.4275
H 0.25674 -0.35664 -1.67858 0.0167
H 1.29001 -2.38867 3.82736 0.1974
H -0.39684 5.15917 -3.70339 0.0569
H -3.87798 0.97331 2.40109 0.3464
H -0.93094 7.00465 -0.77660 0.2968
H 0.03623 12.21054 1.37448 0.3415
H -2.03543 8.21234 -0.15433 0.3555
H -3.15478 1.02121 4.01382 0.1807
H -1.40795 3.72006 -3.82991 0.3536
H -0.33964 -8.93027 2.93089 0.2747
H -4.82309 1.54632 3.77208 0.3407
H 0.92105 -1.35584 -0.39041 0.4167
H -2.42850 6.63963 -2.75669 0.2398
H 3.10314 9.90113 1.38784 0.3081
H -2.33603 -4.12973 -8.60334 0.2986
H 2.40360 -7.46021 -2.70457 0.3758
H -3.02982 -7.27606 4.24561 0.2839
H 1.00192 -0.58431 8.51711 0.3359
H -3.90342 -2.65582 3.65007 0.3176
H -1.33252 -2.10040 -2.32280 0.3730
H -3.52853 7.88291 -2.14773 0.3430
H -0.17540 9.34385 -1.21470 -0.2658
H 2.08693 -3.30566 5.09312 0.3545
H -5.49617 -0.77482 3.18501 0.3224
H 3.56659 -6.24903 -3.21168 0.3260
H 4.36591 -2.56007 2.31106 0.3407
H 2.30532 -3.55419 2.08673 -0.2959
H -2.00091 -2.43479 -8.30367 0.3179
H 4.81998 -3.62654 3.61891 0.2536
H 3.24065 -7.97897 -4.96963 0.3577
H 0.83940 -8.40549 4.11350 0.3147
H 1.40507 -1.57152 7.10659 0.2086
H -1.62938 9.65854 -2.14242 0.3350
H -0.18040 1.18049 7.02330 0.2874
H -2.60593 -1.50790 3.91503 -0.0821
H 1.65338 3.80302 -3.86221 0.3280
H 2.25758 10.44520 -0.04761 0.2971
H 0.72121 1.94935 5.73114 0.2999
H -4.80191 -0.70311 4.79367 0.3182
H 1.51759 -7.60222 -5.04796 0.3079
H 1.02159 13.66485 1.48613 0.3365
H 0.31080 -2.71120 -2.40713 -0.2991
H -1.28477 -4.34717 -1.39555 0.3978
H -0.74681 -0.77328 -0.29109 0.1727
H 0.04630 -4.70255 -8.06516 0.3272
H 0.78800 1.93588 -5.27457 0.3489
H -0.04834 -3.51564 -9.36280 0.3342
H -1.46792 -2.93012 -5.91834 0.1500
H -1.65487 -3.21483 -0.10765 0.0548
H 1.01888 12.72191 -0.00460 0.3021
H 1.55996 -5.27165 -2.08666 -0.2004
H 3.09729 12.33468 1.34729 0.3076
H 2.68185 -1.00088 8.17436 0.3211
H 2.12292 11.79552 2.70127 0.2975
H -3.11234 -3.36267 -6.34603 0.3047
H 0.67475 3.26087 -2.51211 0.2820
H -0.59926 -9.33587 4.61440 0.3076
H 2.63257 0.37170 6.10344 0.2649
H 2.26350 1.34290 7.51661 0.3087
H 2.71340 -6.40754 -5.56511 0.3376
H 1.62901 1.36806 -3.84542 0.2990
H 0.37770 -2.99992 -7.72901 0.2956
H -0.42012 4.23502 -5.20438 0.2960